C60H120F12N7O14 | ωB97M-V/def2-TZVPD

Last column: Löwdin charge in e.
Geometry (Å):
C (4.19, 1.46, -10.11)  0.027
C (4.87, 1.95, -8.87)  -0.535
O (4.44, 1.65, -7.75)  0.007
N (6.02, 2.54, -8.98)  0.036
H (6.28, 2.87, -9.92)  0.167
H (4.34, 0.79, -6.55)  0.082
C (7.00, 2.68, -7.86)  -0.021
H (3.71, 2.30, -10.61)  0.097
H (3.37, 0.80, -9.86)  0.088
H (4.96, 1.02, -10.71)  0.080
H (6.45, 2.42, -6.95)  0.068
H (7.43, 3.73, -7.72)  0.111
H (7.88, 2.08, -8.03)  0.076
C (-2.41, 1.21, -9.14)  0.015
C (-3.40, 1.73, -8.10)  -0.585
O (-3.70, 1.05, -7.17)  0.046
N (-3.89, 2.95, -8.25)  0.039
H (-3.17, 0.22, -5.34)  0.084
H (-3.63, 3.49, -9.02)  0.115
C (-5.00, 3.46, -7.39)  0.002
H (-2.70, 1.57, -10.20)  0.114
H (-2.42, 0.14, -9.07)  0.068
H (-1.40, 1.60, -8.99)  0.079
H (-5.80, 2.85, -7.71)  0.078
H (-5.21, 4.45, -7.68)  0.077
H (-4.73, 3.27, -6.38)  0.057
C (-7.10, 2.58, -0.27)  0.012
C (-5.95, 2.92, -1.27)  -0.513
O (-5.19, 3.86, -1.07)  0.008
N (-5.90, 2.05, -2.31)  0.034
H (-4.74, 3.81, 0.79)  0.041
H (-6.61, 1.34, -2.33)  0.131
C (-5.03, 2.29, -3.53)  -0.023
H (-7.10, 1.60, 0.17)  0.076
H (-8.05, 2.84, -0.75)  0.088
H (-6.85, 3.26, 0.57)  0.067
H (-5.47, 3.03, -4.25)  0.084
H (-4.81, 1.32, -3.99)  0.055
H (-4.12, 2.77, -3.14)  0.080
C (-1.96, -5.77, 4.17)  -0.074
C (-0.72, -6.69, 4.47)  -0.198
C (0.57, -5.89, 4.45)  -0.077
N (2.00, -6.57, 4.50)  -0.286
C (2.20, -7.48, 3.41)  -0.020
C (2.22, -7.28, 5.79)  -0.146
C (2.51, -6.27, 6.85)  -0.154
C (3.16, -5.12, 6.06)  -0.117
C (3.07, -5.52, 4.52)  -0.078
H (-1.93, -5.58, 3.09)  0.071
H (-2.10, -4.85, 4.78)  0.091
H (-2.79, -6.46, 4.36)  0.074
H (-0.66, -7.44, 3.68)  0.111
H (-0.93, -7.13, 5.40)  0.082
H (0.66, -5.23, 5.28)  0.117
H (0.67, -5.23, 3.60)  0.087
H (1.59, -8.46, 3.38)  0.145
H (3.24, -7.71, 3.35)  0.089
H (1.95, -6.84, 2.53)  0.123
H (3.04, -8.03, 5.63)  0.148
H (1.38, -7.99, 5.96)  0.146
H (3.20, -6.74, 7.48)  0.098
H (1.62, -6.09, 7.43)  0.119
H (4.21, -5.02, 6.38)  0.111
H (2.66, -4.11, 6.23)  0.130
H (4.05, -5.87, 4.14)  0.141
H (2.63, -4.69, 3.90)  0.101
C (-1.37, -1.15, 0.03)  0.003
C (-0.79, -0.26, -1.09)  -0.434
C (0.28, 0.67, -0.40)  -0.106
C (1.24, 1.48, -1.32)  -0.117
C (2.04, 0.35, -2.11)  -0.047
C (1.01, -0.49, -3.04)  -0.383
N (-0.09, -1.07, -2.11)  0.051
O (-0.54, -2.18, -2.33)  0.198
C (1.81, -1.60, -3.79)  0.015
C (0.27, 0.35, -4.04)  -0.003
C (-1.90, 0.53, -1.75)  -0.005
H (-1.20, -0.73, 1.01)  0.087
H (-0.92, -2.18, -0.02)  0.093
H (-2.45, -1.32, -0.08)  0.100
H (0.74, 0.06, 0.33)  0.092
H (-0.36, 1.47, 0.03)  0.135
H (1.83, 2.21, -0.75)  0.120
H (0.57, 2.00, -1.98)  0.079
H (2.42, -0.34, -1.35)  0.110
H (2.83, 0.60, -2.83)  0.111
H (1.14, -2.12, -4.48)  0.096
H (2.28, -2.27, -3.12)  0.082
H (2.55, -0.94, -4.31)  0.085
H (0.99, 0.59, -4.81)  0.106
H (-0.13, 1.29, -3.68)  0.076
H (-0.45, -0.30, -4.52)  0.091
H (-2.57, -0.15, -2.29)  0.093
H (-1.61, 1.34, -2.41)  0.076
H (-2.42, 1.04, -0.95)  0.102
C (-5.39, 6.43, 7.34)  -0.025
C (-6.64, 5.59, 7.41)  -0.447
C (-7.50, 5.73, 6.13)  -0.075
C (-8.70, 4.71, 5.99)  -0.166
C (-8.22, 3.31, 5.94)  -0.111
C (-7.35, 2.98, 7.26)  -0.399
N (-6.33, 4.13, 7.61)  0.038
O (-5.23, 3.84, 8.08)  0.208
C (-6.59, 1.68, 7.00)  -0.009
C (-8.18, 2.99, 8.50)  -0.016
C (-7.39, 6.02, 8.73)  0.012
H (-4.66, 5.86, 6.77)  0.068
H (-4.90, 6.62, 8.30)  0.108
H (-5.52, 7.40, 6.86)  0.117
H (-6.80, 5.65, 5.25)  0.129
H (-7.93, 6.73, 6.27)  0.137
H (-9.26, 4.93, 5.07)  0.126
H (-9.52, 4.90, 6.78)  0.140
H (-7.58, 3.12, 5.11)  0.092
H (-8.93, 2.50, 5.88)  0.135
H (-6.06, 1.77, 6.08)  0.065
H (-7.39, 0.87, 6.92)  0.136
H (-5.92, 1.35, 7.79)  0.093
H (-7.66, 2.90, 9.47)  0.123
H (-8.84, 2.12, 8.36)  0.118
H (-8.76, 3.91, 8.56)  0.062
H (-6.80, 5.79, 9.63)  0.110
H (-8.43, 5.72, 8.80)  0.071
H (-7.43, 7.12, 8.67)  0.112
C (10.30, 0.89, 3.51)  0.017
C (9.38, -0.10, 4.29)  -0.423
C (8.02, 0.46, 4.58)  -0.138
C (7.15, 0.68, 3.35)  -0.164
C (6.80, -0.65, 2.71)  -0.114
C (8.09, -1.25, 2.11)  -0.416
N (9.17, -1.28, 3.23)  0.046
O (9.95, -2.17, 3.29)  0.225
C (8.58, -0.50, 0.84)  0.030
C (7.81, -2.69, 1.81)  -0.018
C (10.08, -0.70, 5.48)  -0.007
H (10.71, 1.64, 4.19)  0.114
H (9.81, 1.32, 2.64)  0.071
H (11.20, 0.43, 3.11)  0.098
H (8.22, 1.36, 5.18)  0.145
H (7.50, -0.30, 5.17)  0.134
H (7.71, 1.27, 2.64)  0.092
H (6.32, 1.38, 3.68)  0.149
H (6.00, -0.55, 2.06)  0.110
H (6.41, -1.27, 3.54)  0.131
H (8.78, 0.55, 0.86)  0.067
H (7.66, -0.56, 0.21)  0.117
H (9.35, -1.08, 0.29)  0.113
H (7.40, -3.23, 2.60)  0.082
H (8.77, -3.15, 1.45)  0.117
H (7.05, -2.65, 1.07)  0.099
H (9.51, -1.48, 5.93)  0.091
H (10.16, 0.08, 6.20)  0.103
H (11.07, -1.08, 5.16)  0.113
C (5.30, -0.52, -5.41)  -0.392
O (4.94, -1.81, -5.15)  -0.055
O (4.20, 0.31, -5.59)  -0.033
C (6.21, 0.06, -4.28)  -0.474
F (5.75, 0.03, -2.99)  0.107
F (7.41, -0.59, -4.24)  0.122
F (6.45, 1.37, -4.57)  0.119
C (4.94, -2.74, -6.23)  -0.218
C (4.10, -2.33, -7.46)  -0.049
H (4.45, -1.37, -7.75)  0.041
H (4.11, -3.08, -8.26)  0.089
H (3.07, -2.23, -7.11)  0.077
H (4.58, -3.73, -5.86)  0.130
H (5.93, -3.04, -6.59)  0.113
H (6.00, -0.41, -6.25)  0.166
C (1.91, -3.19, 1.43)  -0.445
O (1.22, -3.46, 0.07)  -0.140
O (1.71, -4.02, 2.39)  -0.175
C (3.42, -3.09, 1.18)  -0.533
F (3.67, -2.02, 0.36)  0.079
F (4.14, -2.76, 2.31)  0.092
F (3.83, -4.28, 0.76)  0.161
C (1.07, -4.83, -0.23)  -0.321
C (0.16, -5.05, -1.38)  -0.074
H (-0.86, -4.76, -1.06)  0.091
H (0.47, -4.45, -2.19)  0.050
H (0.15, -6.08, -1.60)  0.072
H (0.74, -5.37, 0.66)  0.111
H (2.02, -5.22, -0.59)  0.106
H (1.47, -2.14, 1.65)  0.152
C (-4.23, 4.49, 2.50)  -0.360
O (-2.94, 4.94, 2.40)  -0.080
O (-4.60, 3.46, 1.66)  0.050
C (-4.36, 3.92, 3.97)  -0.478
F (-5.48, 3.13, 4.00)  0.101
F (-3.32, 3.19, 4.33)  0.188
F (-4.49, 4.92, 4.90)  0.096
C (-2.58, 5.85, 1.40)  -0.211
C (-3.42, 7.15, 1.49)  -0.040
H (-2.85, 8.08, 1.40)  0.081
H (-4.17, 7.07, 0.72)  0.067
H (-4.00, 7.11, 2.45)  0.086
H (-2.68, 5.30, 0.48)  0.113
H (-1.55, 6.02, 1.72)  0.130
H (-4.97, 5.32, 2.44)  0.165
C (-3.98, -1.53, -5.17)  -0.370
O (-5.33, -1.76, -4.83)  -0.052
O (-3.31, -0.44, -4.63)  0.024
C (-3.20, -2.74, -4.86)  -0.607
F (-3.15, -2.86, -3.51)  0.139
F (-3.68, -3.84, -5.45)  0.187
F (-1.95, -2.57, -5.19)  0.180
C (-6.17, -1.03, -5.78)  -0.213
C (-6.36, -1.61, -7.16)  -0.055
H (-7.23, -2.26, -7.20)  0.084
H (-6.58, -0.83, -7.86)  0.070
H (-5.49, -2.05, -7.60)  0.070
H (-5.68, 0.00, -5.77)  0.110
H (-7.19, -0.94, -5.35)  0.128
H (-4.01, -1.47, -6.25)  0.141

Properties
Net charge: +3
Gap between HOMO and LUMO, eV: 4.8
M, g/mol: 1391.63

***

C60H136Cl24 | ωB97M-V/def2-TZVPD

Last column: Löwdin charge in e.
Geometry (Å):
C (-5.96, -5.33, -4.19)  -0.115
C (-5.92, -4.13, -3.25)  -0.283
C (-4.53, -3.82, -2.77)  -0.209
C (-4.56, -2.55, -1.86)  -0.239
C (-3.22, -2.31, -1.17)  -0.234
C (-3.26, -1.00, -0.25)  -0.088
H (-5.58, -6.18, -3.62)  0.070
H (-5.49, -5.25, -5.17)  0.072
H (-7.00, -5.65, -4.31)  0.062
H (-6.43, -3.29, -3.72)  0.107
H (-6.51, -4.45, -2.38)  0.103
H (-3.93, -3.55, -3.64)  0.104
H (-3.97, -4.63, -2.31)  0.115
H (-4.82, -1.69, -2.47)  0.059
H (-5.37, -2.58, -1.13)  0.096
H (-2.91, -3.15, -0.55)  0.091
H (-2.51, -2.05, -1.96)  0.065
H (-3.82, -1.26, 0.65)  0.048
H (-2.27, -0.72, 0.12)  0.048
H (-3.69, -0.18, -0.82)  0.035
C (-7.29, -0.52, -0.36)  -0.134
C (-8.12, -1.05, -1.49)  -0.298
C (-8.87, -2.27, -1.05)  -0.234
C (-9.84, -2.79, -2.15)  -0.204
C (-10.85, -3.86, -1.58)  -0.246
C (-11.90, -4.13, -2.68)  -0.130
H (-6.52, 0.15, -0.75)  0.034
H (-6.74, -1.25, 0.23)  0.065
H (-7.93, 0.01, 0.35)  0.076
H (-8.75, -0.22, -1.81)  0.115
H (-7.43, -1.36, -2.28)  0.077
H (-9.46, -2.04, -0.16)  0.110
H (-8.16, -3.06, -0.80)  0.106
H (-10.36, -1.93, -2.59)  0.108
H (-9.23, -3.30, -2.89)  0.098
H (-10.26, -4.77, -1.42)  0.102
H (-11.31, -3.48, -0.67)  0.099
H (-11.40, -4.38, -3.62)  0.068
H (-12.42, -5.05, -2.39)  0.060
H (-12.64, -3.35, -2.81)  0.070
C (4.26, 5.28, 3.75)  -0.124
C (3.17, 4.90, 4.84)  -0.224
C (1.86, 4.53, 4.11)  -0.204
C (0.86, 3.77, 5.08)  -0.175
C (-0.25, 2.96, 4.37)  -0.264
C (-1.20, 3.73, 3.49)  -0.112
H (4.53, 4.53, 3.00)  0.018
H (5.14, 5.76, 4.19)  0.070
H (3.86, 5.98, 3.01)  0.037
H (3.59, 3.99, 5.27)  0.067
H (3.11, 5.67, 5.61)  0.110
H (2.09, 3.96, 3.21)  0.081
H (1.46, 5.47, 3.74)  0.104
H (1.45, 3.08, 5.68)  0.075
H (0.41, 4.47, 5.77)  0.110
H (0.21, 2.11, 3.86)  0.091
H (-0.90, 2.44, 5.08)  0.096
H (-2.01, 3.10, 3.14)  0.042
H (-1.67, 4.58, 3.98)  0.077
H (-0.74, 4.22, 2.63)  0.065
C (9.45, -7.20, 0.20)  -0.131
C (8.90, -5.81, 0.50)  -0.260
C (7.35, -5.64, 0.28)  -0.189
C (6.98, -4.16, 0.01)  -0.233
C (5.50, -3.95, -0.44)  -0.266
C (4.99, -2.55, -0.67)  -0.158
H (9.38, -7.53, -0.83)  0.065
H (8.92, -7.97, 0.77)  0.071
H (10.52, -7.25, 0.39)  0.066
H (9.15, -5.58, 1.53)  0.100
H (9.43, -5.06, -0.08)  0.097
H (6.79, -6.05, 1.12)  0.109
H (7.11, -6.20, -0.63)  0.104
H (7.18, -3.48, 0.84)  0.082
H (7.64, -3.67, -0.70)  0.095
H (5.38, -4.48, -1.39)  0.102
H (4.83, -4.49, 0.23)  0.102
H (4.01, -2.59, -1.13)  0.049
H (4.80, -2.11, 0.31)  0.051
H (5.66, -1.91, -1.24)  0.020
C (-1.44, 2.16, -1.72)  -0.116
C (-0.89, 2.49, -0.34)  -0.291
C (0.60, 2.23, -0.02)  -0.194
C (1.10, 0.75, -0.22)  -0.199
C (2.47, 0.54, 0.44)  -0.295
C (2.40, 0.54, 1.93)  -0.125
H (-0.89, 2.66, -2.52)  0.054
H (-2.46, 2.53, -1.84)  0.015
H (-1.38, 1.07, -1.81)  0.052
H (-1.00, 3.56, -0.16)  0.078
H (-1.53, 1.97, 0.36)  0.049
H (0.75, 2.59, 1.00)  0.080
H (1.20, 2.87, -0.65)  0.071
H (0.41, 0.01, 0.18)  0.084
H (1.14, 0.58, -1.29)  0.076
H (2.88, -0.45, 0.20)  0.061
H (3.18, 1.32, 0.16)  0.088
H (3.45, 0.45, 2.22)  0.049
H (2.04, 1.45, 2.39)  0.051
H (1.81, -0.28, 2.34)  0.053
C (4.14, 0.18, -7.61)  -0.093
C (3.56, 0.43, -9.06)  -0.254
C (2.50, 1.48, -9.14)  -0.225
C (1.14, 1.08, -8.46)  -0.217
C (0.18, 2.27, -8.41)  -0.279
C (-1.07, 1.91, -7.60)  -0.123
H (4.96, -0.54, -7.58)  0.070
H (3.35, -0.10, -6.91)  0.023
H (4.45, 1.13, -7.18)  0.057
H (4.39, 0.75, -9.70)  0.099
H (3.24, -0.54, -9.45)  0.100
H (2.30, 1.80, -10.16)  0.109
H (2.93, 2.39, -8.73)  0.109
H (0.73, 0.20, -8.95)  0.105
H (1.32, 0.83, -7.41)  0.059
H (0.48, 3.24, -8.04)  0.100
H (-0.21, 2.53, -9.40)  0.106
H (-1.75, 2.76, -7.55)  0.054
H (-1.52, 1.06, -8.13)  0.075
H (-0.83, 1.69, -6.56)  0.054
C (2.23, -0.58, 6.56)  -0.112
C (1.53, 0.22, 7.70)  -0.252
C (2.42, 0.35, 8.91)  -0.216
C (3.83, 0.93, 8.61)  -0.214
C (3.84, 2.37, 8.05)  -0.267
C (5.25, 2.86, 7.68)  -0.095
H (2.92, 0.03, 5.98)  0.062
H (1.49, -0.90, 5.83)  0.058
H (2.74, -1.47, 6.94)  0.057
H (1.31, 1.19, 7.26)  0.081
H (0.63, -0.32, 8.01)  0.102
H (2.48, -0.65, 9.35)  0.105
H (1.94, 0.98, 9.66)  0.105
H (4.33, 1.04, 9.57)  0.105
H (4.44, 0.36, 7.92)  0.103
H (3.18, 2.41, 7.18)  0.069
H (3.38, 2.98, 8.83)  0.107
H (5.89, 2.71, 8.55)  0.074
H (5.59, 2.22, 6.87)  0.040
H (5.23, 3.87, 7.26)  0.062
C (-0.58, -5.97, 3.31)  -0.101
C (-0.60, -4.51, 3.89)  -0.259
C (-1.87, -3.73, 3.55)  -0.224
C (-1.81, -2.26, 4.08)  -0.217
C (-3.08, -1.52, 3.75)  -0.274
C (-3.07, -0.02, 4.02)  -0.098
H (-1.41, -6.56, 3.69)  0.063
H (0.26, -6.54, 3.71)  0.061
H (-0.61, -6.02, 2.22)  0.050
H (-0.48, -4.66, 4.96)  0.101
H (0.28, -3.99, 3.53)  0.067
H (-2.78, -4.22, 3.90)  0.113
H (-1.92, -3.67, 2.46)  0.102
H (-1.58, -2.21, 5.14)  0.116
H (-0.97, -1.93, 3.46)  0.100
H (-3.40, -1.82, 2.75)  0.086
H (-3.85, -1.94, 4.39)  0.107
H (-2.72, 0.23, 5.02)  0.075
H (-2.39, 0.48, 3.33)  0.060
H (-4.05, 0.42, 3.83)  0.052
C (6.61, 0.97, -1.03)  -0.888
Cl (7.03, 2.57, -0.20)  0.475
Cl (7.42, -0.45, -0.22)  0.531
H (5.53, 0.83, -1.04)  -0.017
H (6.88, 1.05, -2.08)  0.031
C (-6.49, 4.49, -1.77)  -1.031
Cl (-4.73, 4.46, -2.05)  0.474
Cl (-7.34, 4.42, -3.32)  0.511
H (-6.81, 3.75, -1.05)  -0.006
H (-6.75, 5.43, -1.28)  0.025
C (-1.19, 6.69, -1.33)  -1.020
Cl (0.18, 5.84, -1.99)  0.513
Cl (-1.37, 8.20, -2.24)  0.503
H (-2.07, 6.09, -1.54)  -0.002
H (-1.07, 6.95, -0.27)  0.038
C (-4.30, 1.30, -4.38)  -1.016
Cl (-3.21, -0.05, -4.28)  0.589
Cl (-5.83, 1.00, -3.53)  0.543
H (-3.85, 2.12, -3.82)  -0.038
H (-4.48, 1.53, -5.43)  0.037
C (-2.00, 5.91, -5.70)  -0.942
Cl (-2.46, 6.42, -7.37)  0.459
Cl (-3.22, 4.67, -5.23)  0.481
H (-0.97, 5.55, -5.77)  0.024
H (-2.13, 6.80, -5.09)  0.007
C (0.83, -3.06, -0.79)  -0.980
Cl (0.04, -4.69, -0.80)  0.490
Cl (1.42, -2.74, 0.83)  0.591
H (1.68, -3.08, -1.48)  0.014
H (0.09, -2.28, -0.97)  -0.011
C (4.39, 4.85, 0.27)  -1.030
Cl (2.69, 5.22, 0.38)  0.551
Cl (5.00, 5.24, -1.37)  0.477
H (4.92, 5.39, 1.06)  0.015
H (4.63, 3.80, 0.44)  -0.021
C (7.49, 1.62, 4.12)  -0.940
Cl (7.90, 0.07, 4.93)  0.483
Cl (5.71, 1.83, 3.77)  0.482
H (7.88, 2.41, 4.77)  0.027
H (8.01, 1.65, 3.16)  0.013
C (3.75, -2.95, 3.80)  -1.064
Cl (5.46, -2.94, 3.60)  0.559
Cl (3.24, -3.95, 5.18)  0.518
H (3.54, -1.94, 4.15)  -0.005
H (3.18, -3.16, 2.89)  -0.014
C (-4.89, 2.94, 2.07)  -0.907
Cl (-6.39, 3.95, 1.78)  0.493
Cl (-4.15, 2.49, 0.51)  0.562
H (-4.26, 3.60, 2.67)  0.012
H (-5.09, 2.02, 2.63)  0.014
C (-0.41, -2.07, -5.45)  -0.917
Cl (0.13, -1.43, -3.83)  0.498
Cl (0.87, -1.97, -6.72)  0.540
H (-0.80, -3.07, -5.26)  0.039
H (-1.16, -1.34, -5.74)  -0.028
C (2.52, 1.63, -4.47)  -0.965
Cl (1.57, 3.13, -4.66)  0.504
Cl (3.51, 1.67, -2.97)  0.542
H (1.89, 0.76, -4.65)  -0.006
H (3.26, 1.68, -5.27)  -0.010

Properties
Gap between HOMO and LUMO, eV: 10.7
M, g/mol: 1708.62

***

no.,HOMO (eV)
1,-12.2823
2,-10.3819